# 1
This record from OMol25 describes a cluster of 2 separate species, C3H10NO2 in total at a distorted geometry. The level of theory is the ωB97M-V functional and the def2-TZVPD basis.

Properties
* <S²>: 0.756
* 2S+1: 2
* relative energy (zero: lowest compared OMol25 entry of this formula, charge and spin): 134.85 kJ/mol
* Kohn-Sham gap (spin up / spin down): 10.497 / 7.777 eV
* HOMO energy (spin up / spin down): -9.67 / -9.77 eV
* energy: -8854.418 eV
* LUMO (spin up / spin down): 0.825 / -1.994 eV

Each line ends with the Mulliken charge.
Element x y z (Å)
C  -1.181373  1.092835  -0.309642  -0.56
C  0.237644  0.667353  -0.761929  -0.60
C  0.291755  -0.919381  -0.871715  -0.04
O  1.465090  -1.370976  -1.204504  -0.38
N  -1.200147  2.491000  0.174190  -0.63
H  -1.572496  0.568283  0.540213  0.35
H  -1.759452  0.881766  -1.133180  0.42
H  0.746407  0.998246  -1.632184  0.39
H  0.855475  1.046569  0.071169  0.31
H  -0.502484  -1.252645  -1.490439  0.33
H  0.028727  -1.177909  0.232915  -0.09
H  -0.944396  3.182744  -0.483936  0.23
H  -0.617182  2.560485  1.002593  0.24
H  1.069719  -2.409133  2.290164  0.31
H  0.370055  -1.281092  1.434821  0.35
O  0.364724  -1.828918  2.405534  -0.67

Cartesian forces (eV/Å) of the 6 atoms listed first:
C 2.2 1.8 0.5
C 0.5 -1.0 2.4
C -0.7 0.8 3.1
O 1.4 -0.1 -0.4
N -0.7 -1.3 0.3
H 0.3 -1.0 0.2



# 2
This record from OMol25 describes the molecule C4H8O2 at a distorted geometry. The level of theory is the ωB97M-V functional and the def2-TZVPD basis.

Properties
* 2S+1: 1
* relative energy (zero: lowest compared OMol25 entry of this formula, charge and spin): 334.39 kJ/mol
* Kohn-Sham gap: 11.055 eV
* HOMO energy: -9.99 eV
* energy: -8369.816 eV
* LUMO: 1.069 eV

Each line ends with the Mulliken charge.
Element x y z (Å)
C  -2.349561  0.406855  -0.074648  -0.68
O  -1.097882  -0.074233  -0.508165  -0.31
C  -0.107026  -0.009389  0.484070  -0.56
C  1.177321  -0.737123  0.086021  0.10
C  2.364859  -0.004090  -0.364898  -0.60
O  2.182047  -0.375454  1.002948  -0.42
H  -2.738607  -0.162291  0.785262  0.29
H  -2.312060  1.470896  0.209793  0.28
H  -3.046682  0.295287  -0.909301  0.25
H  -0.433010  -0.534477  1.399036  0.30
H  0.084464  1.040790  0.788054  0.34
H  1.081609  -1.713558  -0.361279  0.38
H  1.849138  0.797993  -0.830899  0.33
H  3.214511  -0.526347  -0.820056  0.29

Cartesian forces (eV/Å) of the 6 atoms listed first:
C -0.2 0.1 0.0
O 0.1 -0.1 -0.2
C 0.2 -0.2 0.1
C -0.6 -0.4 -0.1
C -0.5 -1.0 -0.3
O 0.2 0.3 -0.1



# 3
This record from OMol25 describes the ion C5H13O with charge +1 at a distorted geometry. The level of theory is the ωB97M-V functional and the def2-TZVPD basis.

Properties
* <S²>: 2.005
* 2S+1: 3
* relative energy (zero: lowest compared OMol25 entry of this formula, charge and spin): 312.85 kJ/mol
* total charge: +1
* Kohn-Sham gap (spin up / spin down): 5.454 / 6.461 eV
* HOMO energy (spin up / spin down): -8.26 / -16.69 eV
* energy: -7425.435 eV
* LUMO (spin up / spin down): -2.801 / -10.234 eV

Each line ends with the Mulliken charge.
Element x y z (Å)
C  0.876745  -1.148525  -0.474815  -1.02
C  1.676211  0.990211  0.632761  -1.26
C  -0.879684  1.070609  -0.786730  -1.00
C  -1.884133  -0.651747  0.453969  -0.92
C  0.616532  -0.164320  0.668425  0.20
O  -0.770784  0.329429  0.426930  0.17
H  1.993994  -1.142011  -0.841653  0.37
H  0.247101  -0.869154  -1.402808  0.36
H  0.717183  -2.316854  -0.184062  0.29
H  1.682939  1.534662  -0.299427  0.34
H  2.627939  0.428245  0.836803  0.43
H  1.592439  1.611526  1.481019  0.39
H  -1.641062  0.739778  -1.512559  0.41
H  -1.049520  2.139368  -0.654300  0.34
H  -0.029065  1.179148  -1.451398  0.49
H  -1.871579  -1.215970  1.340750  0.35
H  -2.793366  0.023463  0.315387  0.36
H  -1.579803  -1.318530  -0.464782  0.43
H  0.634740  -0.591664  1.677214  0.30

Cartesian forces (eV/Å) of the 6 atoms listed first:
C 1.3 -3.0 -2.5
C 0.5 -2.7 -0.2
C -0.8 3.4 -3.9
C -5.1 -2.2 -0.6
C 3.9 1.0 2.4
O 1.4 0.8 -1.3



# 4
This record from OMol25 describes a structure of composition C41H59BMgN10OS5 at a distorted geometry. The level of theory is the ωB97M-V functional and the def2-TZVPD basis.

Properties
* 2S+1: 1
* relative energy (zero: lowest compared OMol25 entry of this formula, charge and spin): 67.57 kJ/mol
* total charge: +2
* Kohn-Sham gap: 7.573 eV
* HOMO energy: -12.99 eV
* energy: -120714.331 eV
* LUMO: -5.416 eV

Each line ends with the Mulliken charge.
Element x y z (Å)
Mg  -1.432656  0.020068  2.121646  1.87
C  -3.903609  -2.573085  -1.637519  -1.84
C  -2.559349  -1.978448  -1.968742  -0.41
C  -2.208959  -1.605470  -3.215671  -0.85
C  -0.920669  -1.031573  -3.420953  0.25
N  -0.081820  -0.863525  -2.467445  -0.42
N  -0.436900  -1.253781  -1.204765  0.96
B  0.880823  -1.202788  -0.383863  -1.15
N  1.790643  -0.081978  -0.812001  0.22
N  2.828339  -0.415601  -1.640925  -0.24
C  3.626610  0.550095  -2.001428  -0.07
C  3.439332  1.880370  -1.525034  -0.55
C  2.393006  2.189930  -0.703126  -0.21
C  2.196531  3.598157  -0.188524  -1.91
C  1.527655  1.135270  -0.301450  1.16
S  0.244444  1.497827  0.750122  -0.65
C  4.772505  0.321257  -2.979189  2.04
C  4.766607  -1.089402  -3.517117  -1.60
C  4.586108  1.280110  -4.129823  -1.42
C  6.082693  0.635441  -2.203892  -1.64
N  1.075910  -1.801750  0.989712  -0.14
N  1.477957  -2.563429  -0.057061  0.26
C  1.832463  -3.830005  0.051021  0.27
C  1.996600  -4.260235  1.402493  -0.83
C  1.717925  -3.487696  2.474892  0.12
C  1.985879  -3.931840  3.886565  -1.69
C  1.042313  -2.220562  2.240077  0.99
S  0.226560  -1.375587  3.469342  -0.54
C  1.978996  -4.649792  -1.245832  2.39
C  2.392119  -6.070075  -0.910696  -2.29
C  3.036559  -3.964671  -2.085852  -1.57
C  0.656326  -4.611996  -1.983675  -1.63
C  -1.626515  -1.760158  -0.890112  1.93
S  -1.968997  -2.226160  0.729972  -0.40
C  -0.509694  -0.568364  -4.812552  2.21
C  0.924119  -0.028368  -4.812115  -2.01
C  -1.451895  0.535369  -5.264072  -1.77
C  -0.596579  -1.816293  -5.701740  -1.71
H  -4.510144  -2.677924  -2.524125  0.48
H  -4.478721  -1.964384  -0.926445  0.20
H  -3.757716  -3.528422  -1.081957  0.35
H  -2.837186  -1.744080  -4.091187  0.50
H  4.074882  2.682895  -1.829012  0.53
H  2.748604  4.336099  -0.767486  0.42
H  2.460968  3.594933  0.891363  0.35
H  1.109144  3.801354  -0.249940  0.35
H  3.791735  -1.313862  -3.975310  0.20
H  4.985156  -1.801870  -2.731459  0.27
H  5.483086  -1.187844  -4.313054  0.51
H  3.628241  1.093875  -4.631048  0.16
H  5.362647  1.148872  -4.872209  0.48
H  4.566762  2.337694  -3.867072  0.36
H  6.164963  -0.073697  -1.361902  0.38
H  6.071438  1.690419  -1.843665  0.31
H  6.881954  0.497093  -2.935249  0.47
H  2.414255  -5.215063  1.615257  0.55
H  2.614661  -4.815639  3.922639  0.41
H  1.027299  -4.078689  4.451054  0.34
H  2.543283  -3.184618  4.452708  0.38
H  3.303219  -6.117600  -0.325724  0.48
H  2.554935  -6.624088  -1.831080  0.44
H  1.591966  -6.607340  -0.391020  0.44
H  4.056318  -4.083852  -1.646342  0.43
H  2.869705  -2.909881  -2.174325  0.06
H  3.115126  -4.466649  -3.052893  0.47
H  -0.156523  -5.092995  -1.424794  0.40
H  0.742316  -5.193221  -2.901472  0.53
H  0.305677  -3.605969  -2.248163  0.22
H  0.978144  0.816708  -4.135339  0.35
H  1.203144  0.197479  -5.851153  0.53
H  1.578290  -0.818579  -4.443471  0.14
H  -1.384665  1.380924  -4.561113  0.38
H  -2.503987  0.158923  -5.280953  0.31
H  -1.158336  0.959182  -6.207166  0.47
H  0.067015  -2.628281  -5.421187  0.28
H  -0.300004  -1.562554  -6.716139  0.48
H  -1.617594  -2.197905  -5.732572  0.43
C  -4.095697  -2.788075  3.784457  -1.07
S  -3.685620  -1.058724  3.916284  0.40
C  -4.017064  -0.740438  5.654248  -1.20
H  -3.353196  -3.482020  4.194400  0.33
H  -4.204712  -3.039367  2.711415  0.24
H  -5.063816  -2.978559  4.281715  0.41
H  -5.076370  -0.793171  5.820882  0.43
H  -3.711827  0.292311  5.857846  0.30
H  -3.474785  -1.449570  6.256552  0.39
C  -6.632738  1.111931  1.736321  -1.19
N  -5.201763  0.878766  1.909531  0.07
C  -4.265386  1.088727  0.958100  0.15
N  -4.688879  1.702077  -0.162521  -0.31
O  -3.051274  0.795841  1.134883  -0.19
H  -7.112185  0.887836  2.659873  0.38
H  -7.067700  0.461641  0.974143  0.34
H  -6.813560  2.173872  1.512693  0.37
H  -4.857939  0.390892  2.730702  -0.03
H  -5.640898  1.966456  -0.302961  0.14
H  -4.000556  1.960513  -0.833700  0.23
S  -1.063473  5.658406  5.684458  -0.10
C  -1.288090  4.171253  4.759824  0.54
C  -1.794272  4.162484  3.455153  -1.05
C  -1.846828  2.991180  2.746633  -0.13
N  -1.509477  1.805933  3.330448  0.15
C  -1.208586  1.796478  4.620694  -0.57
C  -1.116440  2.947757  5.368036  -0.86
C  -0.239650  6.660041  4.413928  0.02
C  -0.913276  7.557048  3.601809  -0.07
C  -0.177881  8.287734  2.657031  -0.40
N  1.130577  8.115793  2.460058  -0.55
C  1.757753  7.207457  3.199119  -0.42
C  1.117347  6.467887  4.207995  -0.02
H  -1.972502  5.127191  2.957822  0.33
H  -2.199499  2.941557  1.709662  0.47
H  -0.980318  0.811343  5.019695  0.45
H  -0.841335  2.865249  6.436751  0.42
H  -1.971893  7.715823  3.678902  0.49
H  -0.680489  9.014514  2.014347  0.36
H  2.829511  7.059631  3.056364  0.39
H  1.613347  5.671593  4.788752  0.38

Cartesian forces (eV/Å) of the 6 atoms listed first:
Mg -0.5 0.0 -0.4
C 0.3 -0.3 0.8
C -1.0 0.0 0.6
C 0.5 0.0 -0.2
C -0.4 0.4 -0.9
N 0.2 -0.1 0.8